(1)
A cluster of 2 separate species, C5H12O3 in total, computed with ωB97M-V with the def2-TZVPD basis set.

CARTESIAN COORDINATES (ANGSTROEM)
C1 -1.750 -1.191 -0.923
C2 -0.743 -1.519 0.183
O1 0.540 -1.724 -0.366
O2 -1.097 -2.645 0.910
H1 -1.759 -1.996 -1.656
H2 -2.743 -1.081 -0.496
H3 -1.467 -0.268 -1.418
H4 -0.721 -0.700 0.919
H5 0.849 -0.876 -0.704
H6 -1.029 -3.413 0.320
C3 -0.792 2.034 0.902
C4 0.460 1.622 0.807
O3 1.003 1.181 -0.366
C5 2.414 1.154 -0.398
H7 -1.439 2.058 0.047
H8 -1.200 2.337 1.847
H9 1.128 1.600 1.662
H10 2.819 0.509 0.389
H11 2.831 2.160 -0.286
H12 2.695 0.758 -1.371

Results
Energy ... -11520.7278 eV
Kohn-Sham gap ... 10.2 eV
SMILES ... CC(O)O.C=COC
Highest occupied orbital energy ... -9.297 eV



(2)
The molecule C4H10N2O2, computed with ωB97M-V with the def2-TZVPD basis set.

CARTESIAN COORDINATES (ANGSTROEM)
O1 0.736 0.735 1.421
C1 -0.335 0.105 1.184
N1 -1.137 0.446 0.074
C2 -0.677 1.625 -0.712
N2 0.666 1.563 -1.229
C3 -0.031 -1.417 1.047
C4 0.688 -1.576 -0.287
O2 -0.184 -1.236 -1.258
H1 -1.255 -0.419 -0.534
H2 -1.430 1.787 -1.476
H3 -0.733 2.472 -0.024
H4 0.782 0.752 -1.828
H5 1.246 1.382 -0.411
H6 -0.933 -2.036 1.030
H7 0.532 -1.671 1.948
H8 1.582 -0.935 -0.283
H9 1.047 -2.622 -0.323
H10 -0.969 0.247 2.100

Results
Energy ... -11379.8172 eV
Kohn-Sham gap ... 6.0 eV
Highest occupied orbital energy ... -9.141 eV



What are the energy relative to the best compared isomer or geometry (same formula, charge and spin) values for these records? In order: 47.0, 163.4 kcal/mol.